1.
{
  "formula": "C28H47BrNOP3V",
  "method": "ωB97M-V/def2-TZVPD",
  "multiplicity": 4,
  "e_lumo_ev": [-5.969, -8.239],
  "total_charge": 2,
  "mol_weight_g_mol": 637.46,
  "total_energy_ev": -156913.339,
  "relative_energy_kj_mol": 92.8,
  "homo_energy_ev": [-12.75, -12.82],
  "species": ["C", "C", "C", "C", "N", "C", "C", "C", "C", "C", "C", "C", "C", "C", "V", "P", "H", "H", "H", "H", "H", "H", "H", "H", "C", "C", "H", "H", "H", "H", "H", "C", "C", "H", "H", "H", "H", "H", "C", "C", "H", "H", "H", "H", "H", "Br", "P", "C", "C", "H", "H", "H", "H", "H", "C", "C", "H", "H", "H", "H", "H", "C", "C", "H", "H", "H", "H", "H", "C", "P", "C", "C", "O", "H", "H", "H", "H", "H", "H", "H", "H", "H"],
  "xyz": [[-3.9096, -1.6653, -3.6420], [-4.1799, -0.5435, -2.8139], [-5.5047, -0.0625, -2.7676], [-6.4878, -0.7251, -3.5104], [-6.2109, -1.7780, -4.2799], [-4.9699, -2.2549, -4.3329], [-3.1625, 0.0835, -2.0558], [-2.8455, 0.9255, -1.0649], [-1.5402, 1.6100, -0.8636], [-0.8349, 0.9695, 0.2078], [0.5534, 0.7200, 0.1130], [1.3623, 1.3955, -0.8345], [0.6687, 1.8182, -1.9740], [-0.7474, 1.7276, -2.0417], [-1.4478, -0.2471, -1.3860], [1.1179, -2.0617, 1.8113], [-5.7933, 0.8051, -2.1750], [-2.9141, -2.1016, -3.7362], [-7.5297, -0.3901, -3.4861], [-4.7868, -3.1413, -4.9452], [-1.2245, 2.1297, -2.9313], [-1.3524, 0.7938, 1.1470], [1.2513, 2.2100, -2.8083], [1.0228, 0.1772, 0.9306], [2.9667, -2.0254, 1.7956], [3.6695, -1.8798, 3.1403], [3.2198, -1.1662, 1.1512], [3.3176, -2.9249, 1.2688], [4.7541, -1.8556, 2.9825], [3.3940, -0.9490, 3.6495], [3.4622, -2.7187, 3.8142], [0.6456, -2.0887, 3.5897], [-0.8493, -2.3442, 3.8097], [0.9161, -1.1025, 3.9981], [1.2551, -2.8371, 4.1138], [-1.1622, -1.8794, 4.7524], [-1.4671, -1.9184, 3.0092], [-1.0743, -3.4144, 3.8842], [0.7371, -3.7967, 1.3183], [1.4153, -4.8684, 2.1596], [1.0013, -3.8870, 0.2539], [-0.3566, -3.8929, 1.3768], [1.1293, -5.8558, 1.7810], [2.5076, -4.8046, 2.1114], [1.1086, -4.8278, 3.2109], [3.1945, 1.4777, -0.6647], [0.0343, 3.8999, 1.7218], [0.7930, 2.4596, 2.5156], [1.3968, 2.7974, 3.8856], [1.5810, 2.0993, 1.8416], [0.0147, 1.6915, 2.6052], [1.5758, 1.8756, 4.4482], [2.3546, 3.3164, 3.7760], [0.7181, 3.4342, 4.4642], [1.1374, 4.3676, 0.3514], [1.7182, 5.7710, 0.5605], [0.5452, 4.3085, -0.5715], [1.9410, 3.6211, 0.2825], [2.5601, 5.9335, -0.1203], [0.9614, 6.5320, 0.3551], [2.0757, 5.8853, 1.5892], [-1.6873, 3.9211, 1.1751], [-2.4719, 5.1503, 1.6799], [-2.1426, 2.9834, 1.5283], [-1.6672, 3.9128, 0.0763], [-3.4327, 5.2063, 1.1564], [-2.6701, 5.0711, 2.7555], [-1.9175, 6.0775, 1.4869], [2.6008, -2.4100, -2.0030], [1.1399, -2.2296, -3.0444], [1.4439, -0.7030, -3.9655], [1.0186, -3.5676, -4.2294], [-0.1273, -2.2303, -2.1823], [2.7104, -1.5102, -1.3796], [3.5033, -2.5245, -2.6176], [2.4819, -3.2898, -1.3581], [1.9959, -0.9380, -4.8855], [0.4960, -0.2141, -4.2247], [2.0447, -0.0125, -3.3606], [1.3253, -4.4956, -3.7336], [-0.0287, -3.6515, -4.5466], [1.6579, -3.3738, -5.0993]],
  "forces_ev_per_a": [[-0.3, 0.2, 0.4], [-1.5, -0.4, -1.0], [-0.2, -0.3, -0.2], [0.5, 0.1, 0.0], [-0.3, -0.2, 0.1], [0.4, 0.4, 0.2], [-0.8, 1.0, 1.5], [0.0, 2.2, -1.7], [-1.8, -0.8, 0.9], [0.7, 0.7, 0.7], [0.6, 1.3, 1.0], [-2.7, -1.2, -1.0], [0.9, 0.3, 0.4], [0.2, 1.6, -0.8], [4.4, -6.2, -1.7], [-0.6, -0.4, 0.0], [0.3, -0.2, 0.0], [-0.2, 0.3, 0.2], [0.4, -0.1, -0.1], [-0.2, 0.3, 0.1], [0.0, -0.2, 0.0], [0.0, -0.5, -0.2], [-0.4, -0.1, 0.0], [-0.2, 0.1, -0.3], [0.1, 0.2, -0.3], [0.4, -0.1, 0.1], [0.2, -0.3, 0.2], [0.0, 0.2, 0.1], [-0.2, 0.0, 0.1], [0.0, -0.2, 0.0], [0.0, 0.2, -0.2], [0.3, 0.0, 0.2], [0.0, 0.0, 0.2], [0.0, -0.3, 0.0], [-0.2, 0.3, 0.1], [0.0, -0.2, -0.2], [0.1, -0.1, 0.1], [0.0, 0.2, -0.1], [0.0, 0.2, 0.0], [-0.1, -0.4, -0.1], [-0.1, 0.0, 0.3], [0.2, 0.0, -0.1], [0.1, 0.1, 0.1], [-0.2, 0.0, 0.1], [0.1, 0.0, -0.2], [0.7, -0.1, 0.0], [0.9, -0.1, -1.0], [-0.2, -0.3, 0.6], [0.0, 0.1, 0.3], [-0.3, 0.1, 0.1], [0.2, 0.1, 0.1], [0.0, 0.2, -0.1], [-0.2, 0.0, 0.0], [0.2, -0.2, 0.0], [-0.1, 0.3, 0.0], [0.1, 0.2, -0.1], [0.1, 0.0, 0.1], [-0.3, 0.3, 0.2], [-0.2, 0.0, 0.1], [0.1, 0.0, 0.1], [0.0, 0.1, -0.2], [-0.6, -0.1, 0.3], [0.0, 0.0, 0.1], [0.0, 0.3, -0.2], [0.1, -0.1, 0.3], [0.2, 0.0, 0.1], [0.1, 0.1, -0.3], [-0.2, -0.2, 0.1], [0.1, -0.2, -0.1], [-0.5, 0.0, 0.6], [0.0, 0.1, -0.1], [0.2, 0.0, -0.1], [-0.3, 1.7, 0.1], [-0.1, -0.3, -0.1], [-0.2, 0.0, 0.1], [0.1, 0.2, -0.2], [-0.1, 0.1, 0.2], [0.2, -0.2, -0.1], [-0.1, -0.2, -0.2], [-0.1, 0.1, -0.2], [0.3, 0.0, 0.1], [-0.1, -0.2, 0.2]],
  "mulliken_charge": [-0.5742, 0.9768, -0.5426, -0.3657, -0.5269, -0.3732, 0.3354, -1.6027, 0.5318, -0.6559, 0.3196, -0.6175, -0.8387, -0.3636, 0.1428, 0.8083, 0.4213, 0.4896, 0.3762, 0.3714, 0.7312, 1.0803, 0.5885, 0.1515, -0.3232, -1.3734, 0.1023, 0.4627, 0.4115, 0.2551, 0.3201, -0.6341, -1.3980, 0.3400, 0.4277, 0.3995, 0.2775, 0.3138, -0.4832, -1.2341, 0.2216, 0.4148, 0.4279, 0.2599, 0.2936, 0.0972, -0.0812, 0.7502, -1.4169, -0.0922, 0.1368, 0.3652, 0.3995, 0.4015, 0.3219, -1.3903, 0.2756, -0.0280, 0.4023, 0.3855, 0.3488, 0.1646, -1.4034, 0.3486, 0.3161, 0.4223, 0.3918, 0.3509, -0.9519, 1.3552, -1.1513, -1.2370, -0.7955, 0.0399, 0.4906, 0.2731, 0.5296, 0.3064, 0.2184, 0.3638, 0.3308, 0.4157]
}



2.
{
  "formula": "C21H34N4O2S2",
  "method": "ωB97M-V/def2-TZVPD",
  "e_lumo_ev": 0.734,
  "mol_weight_g_mol": 438.66,
  "total_energy_ev": -54055.312,
  "relative_energy_kj_mol": 4.2,
  "smiles": "O=C(CNC(=S)N(CCCN1CCOCC1)Cc1cccs1)N1CCCCCC1",
  "homo_energy_ev": -7.99,
  "species": ["O", "C", "N", "C", "H", "C", "H", "H", "C", "C", "C", "C", "H", "H", "H", "H", "H", "H", "H", "H", "H", "C", "N", "C", "N", "C", "H", "C", "C", "N", "C", "H", "C", "H", "O", "C", "C", "H", "H", "H", "H", "H", "H", "H", "H", "H", "H", "H", "C", "C", "C", "C", "C", "S", "H", "H", "H", "H", "H", "S", "H", "H", "H"],
  "xyz": [[1.4139, 2.0098, 0.8653], [2.5022, 1.9554, 0.3108], [3.6625, 2.0507, 0.9799], [4.9744, 1.9195, 0.3862], [5.6609, 2.5364, 0.9750], [5.4839, 0.4750, 0.3722], [4.8873, -0.1204, -0.3218], [6.5104, 0.4854, 0.0008], [5.4430, -0.1906, 1.7481], [4.0140, -0.4481, 2.2373], [3.3996, 0.6946, 3.0501], [3.6090, 2.0842, 2.4289], [2.7809, 2.7360, 2.7192], [4.5408, 2.5265, 2.7850], [3.8258, 0.7051, 4.0550], [2.3295, 0.5046, 3.1422], [4.0017, -1.3409, 2.8657], [3.3808, -0.6577, 1.3726], [5.9855, 0.4157, 2.4764], [5.9633, -1.1470, 1.6674], [4.9615, 2.3188, -0.6291], [2.5718, 1.7999, -1.2096], [1.2774, 1.3905, -1.6918], [1.0490, 0.1168, -2.1016], [-0.2349, -0.2809, -2.2332], [-1.3515, 0.4680, -1.6867], [-1.3146, 1.5064, -2.0349], [-1.4219, 0.4161, -0.1547], [-2.6921, 1.1052, 0.3414], [-3.8891, 0.4383, -0.1454], [-4.2324, -0.7327, 0.6445], [-3.3842, -1.4179, 0.6665], [-5.4311, -1.4368, 0.0105], [-5.7459, -2.2851, 0.6207], [-6.5444, -0.5797, -0.0807], [-6.2159, 0.5669, -0.8271], [-5.0415, 1.3216, -0.2038], [-4.7967, 2.1860, -0.8250], [-5.3339, 1.6766, 0.8006], [-7.1111, 1.1910, -0.8433], [-5.9500, 0.2782, -1.8555], [-5.1503, -1.7903, -0.9931], [-4.4850, -0.4519, 1.6834], [-2.7011, 2.1314, -0.0359], [-2.6746, 1.1546, 1.4425], [-1.4123, -0.6274, 0.1614], [-0.5611, 0.9051, 0.3046], [-2.2693, 0.0250, -2.0779], [-0.5521, -1.5692, -2.8221], [-1.0890, -2.5289, -1.8145], [-0.4463, -3.0682, -0.7430], [-1.2758, -3.9099, 0.0314], [-2.5368, -3.9978, -0.4616], [-2.7401, -3.0530, -1.8832], [-3.3657, -4.5633, -0.0852], [-0.9441, -4.4277, 0.9136], [0.5877, -2.8716, -0.5227], [0.3744, -1.9626, -3.2545], [-1.2843, -1.4201, -3.6225], [2.3222, -0.8708, -2.5219], [0.5276, 1.8623, -1.2028], [2.8458, 2.7582, -1.6656], [3.2921, 1.0347, -1.5082]],
  "forces_ev_per_a": [[-0.2, 0.0, 0.2], [0.2, 0.1, -0.5], [0.0, 0.2, 0.3], [0.3, -0.4, -0.4], [-0.1, 0.0, -0.1], [0.1, 0.3, 0.2], [0.0, 0.0, -0.1], [0.0, 0.0, -0.1], [-0.2, -0.2, -0.2], [0.1, 0.1, 0.2], [0.0, 0.0, -0.2], [-0.3, 0.0, 0.3], [0.2, 0.0, 0.0], [0.0, 0.0, -0.1], [0.0, 0.0, 0.1], [0.0, 0.0, 0.1], [-0.1, 0.0, -0.1], [0.0, -0.1, 0.0], [0.1, 0.0, 0.1], [0.1, 0.0, 0.1], [0.0, 0.0, 0.1], [0.0, 0.1, 0.1], [-0.4, 0.2, 0.2], [-0.1, 0.0, -0.3], [0.2, 0.3, 0.0], [-0.1, 0.1, 0.3], [-0.1, 0.0, 0.0], [-0.3, 0.2, 0.0], [0.2, -0.2, -0.1], [-0.1, 0.1, 0.0], [-0.2, -0.2, -0.2], [0.0, 0.0, 0.0], [0.3, -0.1, 0.2], [0.1, 0.0, 0.0], [-0.2, 0.0, 0.1], [0.1, 0.4, 0.0], [-0.3, -0.2, -0.2], [0.0, 0.0, 0.0], [0.0, 0.0, 0.0], [0.1, 0.0, -0.1], [0.0, 0.1, 0.0], [0.0, 0.0, 0.1], [0.0, 0.0, 0.0], [0.0, 0.0, 0.1], [0.0, 0.1, 0.0], [0.0, 0.0, 0.0], [0.0, -0.1, 0.0], [0.1, 0.1, 0.0], [0.1, -0.2, -0.3], [-0.4, -0.2, 0.0], [0.0, 0.1, -0.2], [-0.1, -0.1, 0.1], [-0.3, 0.1, -0.3], [0.6, -0.1, 0.3], [-0.1, -0.2, 0.1], [0.0, -0.1, 0.2], [0.2, 0.1, 0.0], [-0.3, 0.1, 0.0], [0.1, 0.0, 0.0], [0.8, -0.6, -0.1], [0.0, -0.1, -0.1], [0.1, -0.1, 0.1], [-0.1, 0.2, 0.0]],
  "nbo_charge": [-0.6662, 0.6825, -0.4354, -0.2067, 0.1991, -0.4096, 0.2138, 0.2106, -0.4066, -0.4037, -0.4105, -0.2201, 0.2325, 0.1937, 0.2023, 0.2197, 0.2131, 0.2046, 0.1916, 0.2157, 0.2102, -0.3445, -0.6002, 0.3287, -0.4167, -0.2345, 0.1937, -0.4319, -0.2110, -0.4552, -0.2599, 0.2148, -0.0758, 0.1921, -0.5232, -0.0721, -0.2451, 0.2013, 0.1674, 0.1929, 0.1635, 0.1681, 0.1683, 0.1917, 0.1797, 0.2149, 0.2407, 0.2346, -0.2632, -0.2058, -0.2580, -0.2514, -0.4268, 0.4328, 0.2358, 0.2255, 0.2405, 0.2734, 0.2046, -0.3194, 0.4128, 0.2187, 0.2674]
}